Record 1
# C11H15N3OS

The molecule C11H15N3OS (ωB97M-V/def2-TZVPD, the OMol25 dataset).

## Properties
* LUMO: 0.5 eV
* energy above the lowest of the compared OMol25 structures with the same formula, charge and spin: 0.000 eV
* SMILES: CC(=O)NNC(=S)NCCc1ccccc1
* orbital gap: 0.323 Eh

The geometry in ORCA input format:
```
! RIJCOSX wB97M-V def2-TZVPD def2/J DEFGRID3
* xyz 0 1
C -0.78673 2.97544 -1.37334
C -1.61874 1.99021 -0.58800
O -2.30002 1.11943 -1.06734
N -1.50045 2.15335 0.76776
N -2.23592 1.39837 1.67490
C -1.86657 0.12534 2.03629
S -2.95136 -0.78611 2.87335
N -0.59724 -0.23529 1.78545
C -0.09760 -1.57060 1.99740
C -0.03578 -2.36466 0.68271
C 0.88019 -1.68510 -0.29510
C 0.36893 -0.86293 -1.29206
C 1.21921 -0.19103 -2.15403
C 2.59057 -0.33109 -2.02898
C 3.10892 -1.15093 -1.04005
C 2.25899 -1.82109 -0.17894
H -0.98234 2.83723 -2.43236
H -1.03423 3.99564 -1.09062
H 0.27013 2.80188 -1.18058
H -0.99493 2.94025 1.15404
H -3.23944 1.55047 1.68611
H -0.07161 0.32852 1.13005
H -0.77028 -2.06095 2.70374
H 0.90167 -1.49747 2.43737
H 0.32245 -3.37055 0.90534
H -1.04282 -2.43572 0.26928
H -0.70038 -0.74991 -1.39858
H 0.80614 0.43886 -2.92823
H 3.25389 0.19107 -2.70289
H 4.17817 -1.26953 -0.94172
H 2.66717 -2.46314 0.58902
*
```

***

Record 2
# C3H9NO2

A cluster of 2 separate species, C3H9NO2 in total (ωB97M-V/def2-TZVPD, the OMol25 dataset).

## Properties
* LUMO: 0.6 eV
* energy above the lowest of the compared OMol25 structures with the same formula, charge and spin: 2.313 eV
* SMILES: CC(N)=O.CO
* orbital gap: 0.381 Eh

The geometry in ORCA input format:
```
! RIJCOSX wB97M-V def2-TZVPD def2/J DEFGRID3
* xyz 0 1
C -2.91878 -0.72060 -0.28709
C -1.88764 0.41944 -0.18678
N -0.58683 0.13366 0.05034
O -2.24986 1.61201 -0.29745
H -3.89308 -0.43652 0.14221
H -2.72119 -1.77794 0.21899
H -3.14386 -0.90706 -1.32469
H 0.06848 0.99780 0.19076
H -0.26103 -0.83920 0.47850
C 2.68557 0.28669 0.38346
O 3.23433 0.10664 -0.90267
H 1.58007 0.30608 0.19875
H 3.03041 -0.49477 1.25077
H 2.79623 1.22209 0.84681
H 4.26715 0.09167 -0.76191
*
```

***

Record 3
# C4H7BrN

A cluster of 2 separate species, C4H7BrN in total (ωB97M-V/def2-TZVPD, the OMol25 dataset).

## Properties
* LUMO (spin up / spin down): -6.8 / -6.9 eV
* energy above the lowest of the compared OMol25 structures with the same formula, charge and spin: 6.023 eV
* orbital gap (spin up / spin down): 0.278 / 0.275 Eh

The geometry in ORCA input format:
```
! RIJCOSX wB97M-V def2-TZVPD def2/J DEFGRID3
* xyz 1 1
C 1.49286 1.96430 -0.14560
C -1.01093 -0.85892 0.09661
C 0.56001 1.11062 -0.06129
C 0.39291 -0.32489 0.32586
N 3.63030 1.20239 0.36757
Br 4.12079 -0.34792 0.02486
H -1.73798 -0.33283 0.71176
H -1.30286 -0.77192 -0.94736
H -1.05073 -1.91084 0.36810
H 1.98654 2.89430 -0.28656
H -0.39308 1.58341 -0.35210
H 1.11488 -0.90957 -0.25229
H 0.66197 -0.40592 1.38123
*
```

***

Record 4
# C21H64N10O9

A cluster of 9 separate species, C21H64N10O9 in total (ωB97M-V/def2-TZVPD, the OMol25 dataset).

## Properties
* LUMO (spin up / spin down): 2.5 / 2.4 eV
* orbital gap (spin up / spin down): 0.081 / 0.332 Eh

The geometry in ORCA input format:
```
! RIJCOSX wB97M-V def2-TZVPD def2/J DEFGRID3
* xyz -1 2
C -2.30369 3.06291 -2.74146
O -1.06432 2.43380 -2.44596
H -3.09641 2.59621 -2.15676
H -2.25390 4.13958 -2.57894
H -2.53363 2.78808 -3.77088
H -0.60088 2.32233 -3.27926
C -3.01865 4.81504 0.44285
O -4.31053 4.47738 0.90584
H -2.26098 4.03155 0.42943
H -3.04453 5.16858 -0.58791
H -2.58938 5.58537 1.08349
H -4.25078 3.78505 1.56819
C -2.47116 -3.82456 2.76902
O -3.19045 -3.80177 1.82613
N -1.52325 -2.97360 2.99560
N -2.58216 -4.66793 3.75889
H -1.33277 -2.37345 2.20589
H -0.92250 -3.22420 3.76787
H -3.28182 -5.37696 3.59201
H -1.94823 -4.80877 4.53246
C 1.44849 -1.62462 4.01187
O 0.66927 -1.23507 4.82549
N 1.27003 -1.60225 2.72263
N 2.64092 -2.12478 4.23677
H 0.36253 -1.36990 2.34507
H 2.05902 -1.69249 2.09855
H 3.19720 -2.32208 3.41718
H 2.92406 -2.11000 5.20615
C -0.91646 -0.10730 0.22102
O -0.97317 -0.80502 1.16603
N -0.20060 -0.22802 -0.83969
N -1.55266 0.99221 0.02847
H 0.24733 -1.10503 -1.06399
H -0.09723 0.51521 -1.51574
H -2.23141 1.18936 0.74995
H -1.40645 1.63126 -0.73987
C 2.95744 0.06260 -0.23142
C 4.06159 -0.73934 0.35469
C 4.52299 0.10335 1.58609
O 5.64951 -0.53135 2.18783
C 5.72483 -0.28565 3.59592
N 3.63256 -1.98253 0.89541
H 2.25883 0.33459 0.55983
H 2.43929 -0.27473 -1.12909
H 3.39814 1.00859 -0.54604
H 4.88595 -0.98257 -0.31565
H 3.77479 0.14954 2.37739
H 4.89255 1.11623 1.42607
H 5.50613 0.74366 3.88017
H 6.68396 -0.48780 4.07269
H 4.94877 -0.83280 4.13111
H 3.14898 -2.60248 0.26144
H 4.47071 -2.45817 1.19769
C 0.00659 -3.48042 -1.96652
C 1.39242 -3.93748 -2.52070
C 1.32789 -4.28067 -3.97016
O 0.67760 -5.59203 -4.06239
C 1.42542 -6.58179 -4.76945
N 2.31147 -2.84610 -2.16588
H -0.65819 -4.34416 -1.95572
H -0.44246 -2.68643 -2.56320
H 0.22350 -3.20426 -0.93463
H 1.55213 -4.80597 -1.88171
H 2.27615 -4.37330 -4.49962
H 0.78342 -3.56523 -4.58645
H 2.33392 -6.72999 -4.18568
H 1.59057 -6.26981 -5.80071
H 0.86428 -7.51137 -4.86485
H 2.50015 -2.28613 -2.98500
H 3.18636 -3.09426 -1.72647
C -6.72801 2.90722 4.14348
C -5.36541 2.80192 4.76138
C -4.21855 3.10088 3.72454
O -3.91827 2.28040 2.59859
C -3.55223 0.87992 2.95297
N -5.28383 3.70895 5.84835
H -7.50280 2.85249 4.90821
H -6.96727 2.13514 3.41221
H -6.89333 3.88552 3.69214
H -5.22732 1.78596 5.13133
H -3.37129 2.94968 4.39340
H -4.23194 4.11797 3.33280
H -2.62789 0.83007 3.52847
H -3.35811 0.30899 2.04496
H -4.36818 0.51561 3.57716
H -4.37392 3.85169 6.26280
H -5.27438 4.60785 5.38793
C 2.27407 2.63437 -2.80458
C 2.61687 2.34896 -4.25375
C 1.40651 2.79342 -5.21199
O 0.13241 2.15026 -4.91989
C -0.25049 1.02527 -5.72337
N 3.91996 2.99798 -4.66621
H 1.93720 3.65194 -2.60664
H 3.08301 2.60618 -2.07455
H 1.39455 2.02990 -2.58286
H 2.68480 1.27155 -4.40437
H 1.67833 2.56287 -6.24207
H 1.31811 3.87792 -5.14754
H -1.27521 0.82045 -5.41335
H 0.37901 0.19673 -5.39879
H -0.12101 0.97518 -6.80449
H 4.27451 2.63297 -5.53866
H 4.64102 2.99598 -3.95899
*
```

***

Number 1: molar mass 237.33 g/mol, electronic energy -29003.9006 eV. Number 2: molar mass 91.11 g/mol, electronic energy -8840.6424 eV. Number 3: molar mass 149.01 g/mol, electronic energy -75779.8219 eV. Number 4: molar mass 600.80 g/mol, electronic energy -56139.8263 eV.